[1]
This record from OMol25 describes C18H22F3N3O2 in the gas phase. The level of theory is ωB97M-V with the def2-TZVPD basis set.

Atoms and positions in Å:
1 C -8.62 1.89 0.33
2 O -7.34 2.35 -0.05
3 C -6.30 1.47 -0.02
4 C -6.39 0.13 0.36
5 C -5.27 -0.67 0.35
6 C -4.03 -0.16 -0.03
7 C -2.86 -1.03 -0.03
8 C -1.51 -0.68 -0.25
9 C -0.80 -1.86 -0.14
10 C 0.66 -2.17 -0.23
11 C 1.36 -1.32 -1.29
12 C 2.86 -1.63 -1.31
13 N 3.51 -1.46 -0.01
14 C 3.76 -0.08 0.35
15 C 4.93 0.48 -0.47
16 O 4.57 0.99 -1.72
17 C 5.64 1.58 0.33
18 F 6.09 1.15 1.52
19 F 6.68 2.10 -0.32
20 F 4.80 2.60 0.59
21 C 2.84 -2.24 1.01
22 C 1.34 -1.94 1.13
23 N -1.72 -2.82 0.12
24 N -2.96 -2.34 0.19
25 C -3.94 1.18 -0.41
26 C -5.06 1.98 -0.41
27 H -8.63 1.55 1.37
28 H -8.97 1.08 -0.32
29 H -9.28 2.75 0.22
30 H -7.34 -0.30 0.67
31 H -5.33 -1.70 0.65
32 H -1.11 0.29 -0.44
33 H 0.77 -3.23 -0.49
34 H 0.94 -1.52 -2.27
35 H 1.21 -0.26 -1.07
36 H 3.37 -1.01 -2.04
37 H 3.01 -2.68 -1.59
38 H 2.89 0.59 0.21
39 H 4.03 -0.06 1.41
40 H 5.66 -0.31 -0.67
41 H 3.96 1.73 -1.61
42 H 3.34 -2.07 1.96
43 H 2.97 -3.29 0.74
44 H 0.89 -2.58 1.89
45 H 1.19 -0.90 1.44
46 H -1.56 -3.80 0.25
47 H -3.00 1.59 -0.72
48 H -5.01 3.01 -0.70

Values from the calculation:
- 2S+1 = 1
- largest force on an atom (eV/A) = 0.96
- net charge = 0
- frontier orbital gap (eV) = 8.46
- HOMO level (eV) = -7.83

Here are the Löwdin charges for atoms 1 to 8, given in e: atom 1 (C): -0.09, atom 2 (O): -0.09, atom 3 (C): -0.28, atom 4 (C): -0.02, atom 5 (C): -0.02, atom 6 (C): -0.18, atom 7 (C): -0.25, atom 8 (C): 0.03



[2]
This record from OMol25 describes C18H22FN3O3S in the gas phase in a non-equilibrium geometry. The level of theory is ωB97M-V with the def2-TZVPD basis set.

Atoms and positions in Å:
1 C -3.05 -3.13 -0.87
2 C -2.89 -4.01 0.36
3 C -1.44 -4.05 0.85
4 N -0.99 -2.74 1.26
5 C -0.06 -2.05 0.59
6 O 0.58 -2.50 -0.35
7 C 0.13 -0.66 1.08
8 O -0.82 -0.18 1.92
9 N -0.56 1.11 2.19
10 C 0.54 1.44 1.56
11 C 1.02 2.83 1.53
12 S 0.70 3.51 -0.16
13 C -0.78 2.60 -0.57
14 C -0.74 1.71 -1.63
15 C -1.85 0.93 -1.92
16 C -2.98 1.07 -1.13
17 F -4.05 0.30 -1.39
18 C -3.03 1.97 -0.08
19 C -1.92 2.74 0.20
20 C 1.04 0.33 0.82
21 C 2.33 0.36 0.07
22 O 3.20 1.17 0.37
23 N 2.43 -0.51 -0.94
24 C 3.64 -0.67 -1.70
25 C 4.26 -2.05 -1.48
26 C 4.68 -2.26 -0.03
27 H -4.08 -3.14 -1.22
28 H -2.79 -2.10 -0.65
29 H -2.41 -3.48 -1.68
30 H -3.20 -5.03 0.12
31 H -3.54 -3.65 1.16
32 H -1.35 -4.73 1.70
33 H -0.78 -4.38 0.05
34 H -1.52 -2.27 1.98
35 H 0.52 3.44 2.27
36 H 2.11 2.87 1.63
37 H 0.16 1.61 -2.22
38 H -1.84 0.22 -2.73
39 H -3.93 2.05 0.51
40 H -1.94 3.44 1.02
41 H 1.74 -1.26 -1.01
42 H 3.42 -0.54 -2.76
43 H 4.33 0.11 -1.38
44 H 3.54 -2.82 -1.76
45 H 5.13 -2.15 -2.13
46 H 5.37 -1.49 0.29
47 H 5.15 -3.23 0.10
48 H 3.81 -2.23 0.62

Values from the calculation:
- 2S+1 = 1
- largest force on an atom (eV/A) = 1.31
- net charge = 0
- frontier orbital gap (eV) = 8.61
- HOMO level (eV) = -8.63

Here are the Löwdin charges for atoms 1 to 8, given in e: atom 1 (C): -0.10, atom 2 (C): -0.23, atom 3 (C): -0.18, atom 4 (N): 0.09, atom 5 (C): -0.40, atom 6 (O): 0.06, atom 7 (C): -0.08, atom 8 (O): 0.01



- Number 1 is which compound?
  C18H22F3N3O2